Entry from the OMol25 dataset: a structure of composition C32H30AsBr2CoF3NO3 in a non-equilibrium geometry (wB97M-V/def2-TZVPD).

Geometry as XYZ:
```
73
Properties=species:S:1:pos:R:3:lowdin_charge:R:1
Co -0.367 0.041 0.176 0.59
C -2.406 3.110 0.122 -0.01
C -0.940 3.355 0.047 -0.26
C -0.452 4.673 0.033 0.02
C 0.894 4.911 0.034 0.00
C 1.787 3.824 -0.014 -0.18
C 3.193 3.917 -0.003 -0.57
Br 4.025 5.616 0.174 0.84
C 3.978 2.795 -0.103 -0.15
C 3.398 1.538 -0.243 -0.55
Br 4.508 0.016 -0.428 0.85
C 2.011 1.350 -0.272 -0.33
O 1.428 0.222 -0.475 -0.10
C 1.210 2.532 -0.086 -0.11
N -0.119 2.324 -0.013 0.15
H -2.948 4.042 0.252 0.08
H -2.625 2.440 0.950 0.09
H -2.757 2.630 -0.788 0.09
H -1.152 5.491 0.048 0.12
H 1.275 5.921 0.060 0.09
H 5.053 2.886 -0.089 0.10
C -1.159 -0.628 8.448 -0.06
C -0.829 -0.763 6.992 -0.28
C 0.225 -0.059 6.430 -0.01
C 0.505 -0.138 5.074 -0.21
C 1.638 0.629 4.468 -0.04
C -0.287 -0.954 4.272 -0.06
C -1.328 -1.703 4.815 -0.20
C -2.141 -2.625 3.957 -0.03
C -1.580 -1.596 6.175 -0.01
C -0.010 -1.028 2.785 -0.62
O 0.420 -2.059 2.286 -0.02
O -0.278 0.046 2.152 -0.10
H -0.675 0.248 8.873 0.07
H -0.826 -1.510 8.997 0.08
H -2.234 -0.533 8.586 0.08
H 0.832 0.569 7.065 0.11
H 2.244 1.103 5.237 0.07
H 1.246 1.396 3.801 0.08
H 2.265 -0.045 3.886 0.09
H -2.443 -2.136 3.031 0.08
H -3.027 -2.972 4.486 0.07
H -1.535 -3.492 3.692 0.09
H -2.391 -2.162 6.610 0.11
F -9.573 -0.501 -1.632 0.13
C -9.043 0.240 -0.639 -0.59
F -9.704 -0.093 0.477 0.14
F -9.387 1.515 -0.915 0.13
C -7.558 0.065 -0.535 -0.13
C -6.786 0.401 -1.644 -0.01
C -5.415 0.281 -1.583 -0.02
C -4.804 -0.179 -0.413 -0.25
C -5.592 -0.520 0.690 -0.01
C -6.965 -0.403 0.632 -0.01
C -3.397 -0.249 -0.348 -0.14
C -2.177 -0.197 -0.337 -0.11
H -7.272 0.754 -2.540 0.12
H -4.801 0.541 -2.431 0.12
H -5.110 -0.872 1.590 0.12
H -7.580 -0.669 1.480 0.12
C 0.387 -4.370 0.338 -0.29
As 0.021 -2.630 -0.512 1.12
C -1.544 -3.152 -1.599 -0.32
C 1.335 -2.764 -1.965 -0.31
H 0.451 -5.137 -0.435 0.02
H -0.397 -4.626 1.047 0.02
H 1.329 -4.304 0.876 0.02
H -1.355 -4.091 -2.120 0.02
H -1.727 -2.366 -2.330 0.01
H -2.434 -3.266 -0.984 0.02
H 1.192 -3.707 -2.496 0.02
H 2.348 -2.724 -1.568 0.01
H 1.198 -1.939 -2.660 0.02
```

Calculated values
Gap between HOMO and LUMO (alpha / beta) ... 6.35 / 4.03 eV
M ... 827.25 Da
Relative energy (zero: lowest compared OMol25 entry of this formula, charge and spin) ... 28.8 kcal per mole
⟨S²⟩ ... 6.05
HOMO (alpha / beta) ... -7.6 / -7.8 eV
Spin multiplicity ... 5
LUMO energy (alpha / beta) ... -1.233 / -3.743 eV